{
  "formula": "C4H13N3O",
  "method": "wB97M-V/def2-TZVPD",
  "total_charge": 0,
  "multiplicity": 1,
  "relative_energy_kj_mol": 1100.5,
  "gap_ha": 0.1318,
  "symbols": ["C", "N", "C", "C", "O", "N", "C", "N", "H", "H", "H", "H", "H", "H", "H", "H", "H", "H", "H", "H", "H"],
  "positions_angstrom": [[-3.802, -0.315, -0.706], [-3.752, 0.126, 0.780], [1.325, 0.060, 0.541], [0.094, 0.948, 0.716], [-1.111, 0.379, 0.244], [2.420, 0.649, -0.507], [1.390, -0.187, -1.080], [3.729, -1.259, 0.012], [-2.733, -0.309, -0.915], [-4.253, -1.368, -0.927], [-4.349, 0.380, -1.334], [-2.708, 0.405, 0.811], [1.790, -0.615, 1.252], [-0.029, 1.243, 1.759], [0.342, 1.860, 0.082], [-4.005, -0.734, 1.315], [3.279, 0.024, -0.325], [1.657, -1.208, -1.294], [0.637, 0.434, -1.635], [4.457, -1.642, -0.525], [3.977, -1.143, 0.958]],
  "forces_ev_per_a": [[-0.205, -1.212, 1.331], [0.169, -1.087, -1.770], [1.209, 0.876, -4.814], [-1.757, 0.006, -1.990], [3.071, 0.925, 0.843], [-4.402, -0.073, 1.742], [0.144, 0.668, 3.275], [-2.718, -0.044, -0.479], [-0.212, -0.265, -1.055], [0.826, 1.757, 0.778], [0.024, 0.302, 0.062], [-1.779, -0.729, 0.934], [-0.438, -0.012, -0.318], [0.166, 0.170, 0.323], [-0.324, -0.245, 0.892], [0.887, 1.212, -0.250], [2.485, -1.574, 0.292], [0.156, 0.079, -0.955], [0.193, -1.083, 0.640], [1.604, 0.003, -0.844], [0.903, 0.323, 1.362]]
}

=====

{
  "formula": "C3HNO2",
  "method": "wB97M-V/def2-TZVPD",
  "total_charge": 0,
  "multiplicity": 1,
  "relative_energy_kj_mol": 278.5,
  "gap_ha": 0.3239,
  "symbols": ["O", "C", "C", "O", "C", "N", "H"],
  "positions_angstrom": [[-1.731, -0.654, -0.541], [-0.819, -0.201, 0.257], [0.300, 0.611, -0.150], [0.174, 1.784, -0.415], [1.595, -0.033, 0.145], [2.590, -0.583, 0.362], [-2.109, -0.923, 0.342]],
  "forces_ev_per_a": [[0.261, -0.049, 1.897], [1.072, 0.642, 0.302], [0.229, 0.388, -0.446], [0.134, -0.048, -0.044], [1.213, -0.511, 0.117], [-1.008, 0.543, -0.247], [-1.901, -0.966, -1.579]]
}

=====

{
  "formula": "C3H9N3O2",
  "method": "wB97M-V/def2-TZVPD",
  "total_charge": 1,
  "multiplicity": 2,
  "s_squared": 0.76,
  "relative_energy_kj_mol": 211.4,
  "gap_ha": [0.3627, 0.1433],
  "symbols": ["N", "C", "O", "O", "H", "H", "H", "C", "N", "C", "N", "H", "H", "H", "H", "H", "H"],
  "positions_angstrom": [[1.012, -0.896, 1.260], [-0.110, -1.075, 2.050], [-1.109, -1.717, 1.478], [-0.184, -0.677, 3.201], [1.702, -0.312, 1.750], [0.763, -0.390, 0.365], [-0.764, -2.155, 0.677], [-0.637, -0.258, -2.107], [0.081, 2.420, -2.558], [0.661, 1.608, -1.535], [0.360, 0.414, -1.260], [-1.439, -0.635, -1.480], [-0.108, -1.121, -2.528], [-1.028, 0.337, -2.930], [-0.312, 3.249, -2.119], [0.832, 2.739, -3.165], [1.301, 2.197, -0.873]],
  "forces_ev_per_a": [[-0.540, 1.768, 1.869], [-0.363, -1.978, -3.040], [0.560, 0.307, 0.708], [0.256, 0.785, 1.025], [0.391, -0.647, -0.083], [-0.002, -0.064, -0.968], [-0.283, 0.012, -0.013], [0.832, -0.686, -0.234], [0.166, -0.644, -0.117], [-0.467, 1.245, 0.450], [-0.411, 0.203, 0.142], [-0.180, 0.051, 0.067], [-0.306, 0.012, -0.034], [0.019, 0.151, 0.237], [0.057, 0.023, -0.098], [-0.149, 0.105, -0.129], [0.420, -0.644, 0.218]]
}

=====

{
  "formula": "C4H7NO2S",
  "method": "wB97M-V/def2-TZVPD",
  "total_charge": 0,
  "multiplicity": 1,
  "relative_energy_kj_mol": 693.9,
  "gap_ha": [0.2709, 0.2709],
  "symbols": ["C", "C", "C", "C", "N", "O", "O", "S", "H", "H", "H", "H", "H", "H", "H"],
  "positions_angstrom": [[-1.802, -0.159, 0.546], [-1.045, -1.401, 0.306], [0.067, -0.749, -0.510], [0.461, 1.567, 0.407], [-0.332, 0.654, -0.390], [-3.883, 1.458, -0.112], [-4.180, -0.960, -0.127], [-3.255, 0.166, -0.246], [-0.748, -1.908, 1.236], [-1.392, -2.167, -0.270], [0.955, -1.105, -0.039], [-0.042, -0.967, -1.528], [1.505, 1.690, -0.010], [0.148, 2.575, 0.305], [0.672, 1.381, 1.485]],
  "forces_ev_per_a": [[2.093, 2.710, -2.755], [1.596, 0.397, 0.662], [-0.527, -0.248, 2.073], [2.164, -0.170, 0.279], [-2.729, -0.192, 2.658], [1.106, 0.019, -0.662], [1.043, 0.457, -0.701], [-2.129, -0.864, 2.189], [0.214, 0.609, -0.004], [-2.177, -2.032, -1.334], [1.493, 0.456, -0.283], [0.351, -0.784, -1.519], [-0.844, -0.787, -0.098], [-1.067, 0.809, 0.031], [-0.588, -0.380, -0.537]]
}

=====

{
  "formula": "C21H24FNO4",
  "method": "wB97M-V/def2-TZVPD",
  "total_charge": 0,
  "multiplicity": 1,
  "relative_energy_kj_mol": 516.4,
  "gap_ha": 0.1827,
  "symbols": ["C", "C", "N", "F", "C", "C", "C", "C", "C", "C", "H", "H", "H", "H", "H", "H", "H", "H", "H", "H", "H", "C", "C", "C", "O", "C", "O", "C", "C", "C", "C", "C", "C", "C", "C", "C", "O", "O", "H", "H", "H", "H", "H", "H", "H", "H", "H", "H", "H", "H", "H"],
  "positions_angstrom": [[0.032, 1.497, -2.656], [-0.137, 2.416, -1.489], [-0.194, 1.956, -0.248], [0.062, -0.531, 0.216], [-0.369, 2.781, 0.774], [-0.469, 2.281, 2.178], [-0.492, 4.187, 0.574], [-0.423, 4.699, -0.719], [-0.529, 6.197, -0.951], [-0.251, 3.804, -1.775], [0.064, 2.175, -3.527], [0.951, 0.874, -2.629], [-0.794, 0.766, -2.797], [-0.590, 3.196, 2.781], [-1.329, 1.604, 2.362], [0.412, 1.712, 2.535], [-0.636, 4.832, 1.455], [-0.452, 6.386, -2.029], [-1.486, 6.605, -0.581], [0.275, 6.752, -0.432], [-0.200, 4.120, -2.826], [-2.149, -1.702, -0.230], [-2.402, -3.156, 0.106], [-3.852, -3.530, -0.138], [-1.589, -4.084, -0.677], [-0.253, -3.769, -0.555], [0.483, -4.283, -1.364], [0.212, -3.009, 0.671], [1.602, -3.406, 1.048], [2.521, -2.252, 0.768], [2.535, -1.224, 1.713], [2.958, 0.047, 1.322], [3.414, 0.256, 0.015], [3.416, -0.787, -0.919], [2.965, -2.056, -0.540], [-0.787, -3.156, 1.789], [-0.507, -3.150, 2.976], [-2.080, -3.514, 1.485], [-1.072, -1.267, -0.097], [-2.419, -1.516, -1.267], [-2.768, -1.073, 0.404], [-3.981, -4.587, 0.092], [-4.474, -2.914, 0.513], [-4.084, -3.337, -1.186], [1.640, -3.683, 2.111], [1.920, -4.287, 0.466], [2.084, -1.453, 2.679], [2.902, 0.855, 2.045], [3.755, 1.253, -0.277], [3.743, -0.631, -1.942], [2.824, -2.895, -1.226]],
  "forces_ev_per_a": [[0.129, -0.545, -0.686], [-0.200, 1.318, -0.088], [-0.053, -0.375, 0.021], [1.542, -1.866, 0.765], [-0.172, 1.544, -0.436], [-0.065, -0.291, 0.751], [0.135, -1.105, 0.179], [-0.016, 0.422, 0.126], [0.004, -0.069, -0.127], [0.081, -0.799, 0.340], [0.073, -0.738, 0.024], [-0.411, 0.555, 0.208], [0.298, 0.596, 0.288], [0.031, -0.649, 0.244], [0.339, 0.456, -0.347], [-0.288, 0.402, -0.423], [0.089, -0.229, -0.618], [-0.048, 0.186, 0.311], [0.344, -0.254, -0.186], [-0.280, -0.334, -0.244], [-0.038, 0.078, 0.616], [0.533, -0.117, 0.065], [-0.760, -0.714, -0.134], [0.581, -0.301, 0.260], [0.994, 2.007, 0.768], [-1.014, -1.222, -2.710], [0.072, 0.872, 1.084], [-0.062, -1.230, 0.211], [0.585, -0.341, 0.538], [-0.095, 1.106, -0.327], [-0.011, 0.064, -0.609], [0.172, -0.625, 0.130], [-0.055, -0.063, -0.010], [0.078, -0.339, 0.408], [-0.239, 0.279, 0.342], [-1.853, 0.045, 3.072], [0.506, 0.228, -1.984], [1.303, 1.521, -1.143], [-1.411, -0.680, -0.160], [-0.157, -0.137, -0.133], [-0.182, -0.025, 0.098], [-0.212, 0.044, -0.036], [-0.044, -0.107, -0.111], [-0.061, -0.038, 0.146], [-0.214, 0.328, -0.277], [-0.386, 0.455, -0.002], [0.216, 0.422, -0.100], [0.144, 0.032, -0.200], [-0.182, -0.346, 0.038], [0.006, 0.120, 0.149], [0.252, 0.458, -0.092]]
}